1.
Molecular formula: C4H7N4
Method: DFT, wB97M-V/def2-TZVPD

Geometry as ORCA input:
```
! RIJCOSX wB97M-V def2-TZVPD def2/J DEFGRID3
* xyz 1 3
N -0.696 1.493 -0.142
N 1.094 -0.606 -0.277
N 4.507 -0.405 -0.043
N -1.067 -1.549 -0.192
C 0.357 2.005 -0.224
C 3.443 -0.069 -0.056
C 2.006 0.323 0.157
C 0.005 -0.869 0.353
H 0.958 2.977 -0.100
H -0.942 -1.785 -1.130
H -1.700 1.760 0.029
H -1.979 -1.406 0.175
H 1.994 0.663 1.221
H 0.168 -0.768 1.454
H 1.345 -0.709 -1.224
*
```

The calculation puts the HOMO-LUMO gap (alpha / beta) at 6.57 / 9.39 eV. The value obtained for the highest occupied orbital energy (alpha / beta) is -0.3975 / -0.5888 Ha. For the energy above the lowest of the compared OMol25 structures with the same formula, charge and spin, the calculation gives 51.2 kcal per mole. As for the expectation value of S²: 2.0186. The value obtained for the molecular weight is 111.128 g mol⁻¹.



2.
Molecular formula: C65H157ClN11O16Y
Method: DFT, wB97M-V/def2-TZVPD

Geometry as ORCA input:
```
! RIJCOSX wB97M-V def2-TZVPD def2/J DEFGRID3
* xyz 2 1
Y 10.965 -3.460 -2.397
Cl 11.054 0.213 -6.487
O 13.124 3.198 -11.913
O 5.915 -3.765 -8.576
O 9.392 1.817 -10.551
O 10.303 0.521 -7.640
O 5.423 3.151 -5.623
O 18.435 1.922 -7.500
O 10.158 -0.011 -5.413
O 11.541 -5.920 -9.682
O 10.667 5.327 -5.233
O 11.866 1.338 -6.065
O 7.171 -1.955 -4.590
O 11.860 -0.936 -6.772
O 15.964 5.898 -2.323
O 10.250 -2.204 -0.292
O 11.213 -5.534 -3.355
O 13.151 -3.364 -3.985
N 7.332 0.170 -6.343
N 12.843 -5.755 -10.042
N 15.014 5.089 -14.561
N 12.322 -1.533 -1.867
N 8.086 -0.870 -9.317
N 16.027 5.679 -3.676
N 8.278 6.106 -3.593
N 9.415 -1.466 -2.896
N 17.517 0.918 -7.937
N 10.726 -3.108 -4.880
N 9.104 2.614 -11.691
C 8.988 -1.449 -0.398
C 10.285 6.585 -4.721
C 16.261 6.247 -6.555
C 6.830 3.053 -10.759
C 13.020 -1.099 -3.072
C 8.061 3.608 -11.338
C 5.076 0.568 -7.379
C 15.213 0.305 -8.129
C 7.873 0.200 -2.022
C 15.111 -6.640 -10.024
C 12.846 -3.483 -8.875
C 17.492 5.835 -5.690
C 13.803 4.792 -4.002
C 9.825 -4.187 -5.036
C 9.102 -0.684 -1.707
C 9.613 6.520 -3.310
C 13.808 -4.144 -4.962
C 14.095 7.257 -4.221
C 16.868 -0.472 -9.817
C 9.231 1.841 -12.949
C 16.177 1.343 -7.594
C 6.030 4.192 -6.381
C 5.834 -2.147 -4.375
C 5.788 -4.806 -7.671
C 17.558 7.761 -4.200
C 7.332 -2.039 -9.577
C 10.645 1.344 -13.087
C 8.234 0.629 -12.898
C 17.845 0.555 -9.317
C 14.036 4.106 -12.473
C 14.665 -4.252 -10.609
C 10.472 -5.584 -4.583
C 9.749 -4.182 -6.687
C 14.162 4.015 -13.973
C 8.848 4.556 -10.404
C 15.338 -0.046 -9.618
C 15.998 1.507 -6.089
C 6.163 1.992 -5.420
C 12.649 3.530 -10.665
C 13.171 -8.205 -10.315
C 12.411 -3.882 -11.376
C 14.796 5.880 -4.433
C 8.189 -3.035 -10.406
C 8.797 2.809 -14.092
C 10.343 5.588 -2.320
C 7.414 3.587 -13.878
C 19.262 -0.068 -9.387
C 10.360 -2.863 1.033
C 17.296 6.187 -4.219
C 17.958 1.699 -10.365
C 15.591 -5.266 -9.818
C 13.608 -7.038 -8.077
C 6.387 1.182 -6.737
C 15.758 2.738 -8.186
C 13.874 -2.109 -3.768
C 18.390 5.460 -3.457
C 15.015 5.633 -5.956
C 10.822 5.176 -6.604
C 14.691 2.711 -14.550
C 7.454 4.418 -12.590
C 13.222 -4.349 -10.102
C 13.655 -6.897 -9.596
C 13.675 0.193 -2.901
C 6.746 -2.681 -8.218
C 11.461 -6.871 -2.889
H 8.492 -1.784 -3.154
H 15.272 4.890 -15.517
H 7.306 -1.254 -5.233
H 16.662 -5.232 -10.019
H 11.172 -5.676 -10.534
H 8.519 -2.612 -11.355
H 5.403 -1.239 -3.953
H 9.563 7.139 -5.321
H 7.104 4.292 -6.222
H 8.018 6.401 -4.524
H 5.722 1.452 -4.583
H 16.531 2.400 -5.764
H 15.691 5.058 -1.947
H 18.722 5.940 -2.537
H 11.417 -3.014 1.252
H 15.093 4.570 -6.182
H 16.943 8.264 -4.946
H 16.188 7.333 -6.622
H 5.561 -4.421 -6.677
H 10.472 4.571 -2.693
H 7.102 2.204 -4.908
H 9.435 7.488 -2.842
H 9.783 5.273 -6.918
H 12.044 4.431 -10.763
H 14.803 -4.346 -4.567
H 4.638 1.274 -8.085
H 15.448 -4.985 -8.775
H 16.494 3.542 -8.219
H 12.164 -8.433 -9.965
H 14.013 -6.142 -7.607
H 8.144 -2.134 -0.312
H 12.976 -1.861 -1.170
H 6.636 -5.490 -7.708
H 9.630 5.005 -11.018
H 9.930 -3.851 0.868
H 5.437 5.106 -6.341
H 10.306 -2.261 -5.236
H 11.311 2.058 -13.571
H 8.263 5.404 -10.048
H 7.412 0.580 -1.111
H 12.821 5.080 -4.377
H 13.805 -9.037 -10.007
H 12.478 -4.487 -12.280
H 18.285 6.385 -6.198
H 14.271 0.504 -3.759
H 9.431 -3.210 -7.063
H 13.160 -2.441 -8.832
H 14.182 -1.701 -4.731
H 6.081 3.800 -10.497
H 6.222 2.335 -11.310
H 14.779 2.920 -7.744
H 13.840 7.475 -3.184
H 15.062 0.846 -10.181
H 7.317 0.750 -13.474
H 14.971 3.861 -11.969
H 19.323 5.534 -4.015
H 9.772 -6.417 -4.649
H 13.771 -3.634 -5.924
H 12.894 0.910 -2.644
H 15.273 -7.109 -10.995
H 10.292 2.057 -10.321
H 14.630 -0.866 -9.736
H 7.955 5.374 -12.744
H 9.920 -0.005 -1.470
H 19.601 -0.535 -10.311
H 15.169 -0.607 -7.534
H 11.764 -3.525 -8.749
H 12.240 -0.972 -3.823
H 7.917 0.075 -12.015
H 17.353 8.218 -3.233
H 7.083 -0.477 -2.347
H 5.342 -2.521 -5.272
H 11.339 5.954 -2.073
H 19.176 -0.791 -8.576
H 10.596 -7.516 -2.729
H 9.447 3.668 -14.261
H 4.236 0.217 -6.780
H 8.833 2.296 -15.053
H 18.617 7.940 -4.388
H 7.683 -3.921 -10.789
H 8.385 5.104 -3.656
H 16.363 6.066 -7.625
H 9.878 5.460 -1.343
H 8.836 -3.998 -4.617
H 7.545 -3.086 -7.598
H 9.592 -0.745 -3.581
H 11.175 -6.016 -5.295
H 15.711 2.518 -14.219
H 15.916 4.962 -14.123
H 15.787 -7.212 -9.389
H 15.049 -3.294 -10.259
H 12.586 -7.127 -7.707
H 6.569 2.899 -13.840
H 10.714 -4.307 -7.178
H 11.548 -3.183 -5.462
H 12.199 2.637 -10.230
H 4.839 -5.325 -7.803
H 14.742 -2.247 -3.124
H 14.715 2.769 -15.638
H 13.937 3.747 -4.280
H 7.237 4.339 -14.647
H 13.980 1.912 -14.337
H 6.260 -1.931 -7.593
H 8.228 0.618 -6.210
H 14.804 -4.452 -11.671
H 12.122 -0.666 -1.389
H 17.701 4.771 -5.801
H 8.035 1.014 -2.728
H 11.115 4.164 -6.882
H 7.776 -0.111 -9.907
H 6.894 1.804 -7.474
H 8.838 -0.810 0.472
H 13.467 3.875 -10.034
H 14.077 5.956 -6.409
H 9.079 -4.999 -6.955
H 11.117 7.283 -4.632
H 14.861 7.975 -4.513
H 7.524 -0.244 -7.244
H 10.539 0.428 -13.668
H 11.426 5.954 -7.071
H 8.739 -0.230 -13.340
H 6.419 4.655 -12.342
H 14.201 0.706 -8.180
H 11.798 -6.835 -1.853
H 9.090 -3.267 -9.838
H 18.346 1.394 -11.337
H 5.760 -2.953 -3.646
H 13.327 -5.113 -5.092
H 5.238 -0.102 -8.223
H 16.936 -1.418 -9.281
H 13.482 -3.852 -8.071
H 14.337 0.143 -2.037
H 20.070 0.569 -9.027
H 19.163 1.451 -7.086
H 15.000 1.454 -5.654
H 9.300 4.030 -9.564
H 17.055 -0.791 -10.843
H 9.805 -2.337 1.810
H 18.294 4.392 -3.257
H 13.812 5.110 -12.112
H 16.587 0.715 -5.627
H 6.497 -1.704 -10.193
H 9.088 -0.994 -9.346
H 12.101 -7.428 -3.573
H 11.346 -3.847 -11.145
H 13.260 -7.995 -11.381
H 6.023 3.951 -7.444
H 12.525 -2.840 -11.676
H 13.250 4.104 -14.565
H 13.224 7.479 -4.838
H 18.481 2.589 -10.016
H 13.692 4.666 -2.925
H 14.095 -7.929 -7.680
H 11.005 1.234 -12.064
H 7.077 2.578 -9.810
H 16.982 2.145 -10.557
H 15.647 2.698 -9.270
*
```

The calculation puts the HOMO-LUMO gap at 3.13 eV. The value obtained for the highest occupied orbital energy is -0.3875 Ha. The value obtained for the molecular weight is 1473.391 g mol⁻¹.



Let's list electronic energy in order: -375.15223, -4874.20700 Eh.
Let's list F_max in order: 7.09, 4.76 eV/Å.